1.
Molecular formula: C23H26NO
Method: DFT, the ωB97M-V functional and the def2-TZVPD basis

DFT total energy = -1021.6782 hartree
Net charge = +1
LUMO energy = -5.327 eV
SMILES string = CC(=O)/[NH+]=C(\CC(C)(C)c1ccccc1)C1=CCCc2ccccc21
HOMO-LUMO gap = 0.22862 Ha

Cartesian coordinates (Å):
1 C 2.1325 -2.8741 0.2524
2 C 1.6780 -1.4462 0.1515
3 O 2.4380 -0.5194 -0.1327
4 N 0.3207 -1.2446 0.4365
5 C -0.4024 -0.0504 0.2864
6 C -0.1141 0.9117 -0.8321
7 C 0.0591 1.4493 -2.4616
8 C 0.0859 3.0359 -2.4077
9 C -1.2000 0.9274 -3.1695
10 C 1.3804 0.9454 -3.0833
11 C 1.3941 -0.1839 -3.9302
12 C 2.6132 -0.8506 -4.1860
13 C 3.8253 -0.2957 -3.7403
14 C 3.8159 0.9258 -3.0506
15 C 2.6016 1.5907 -2.8109
16 C -1.1848 0.2866 1.4969
17 C -1.8360 1.4986 1.6342
18 C -2.7308 1.7882 2.7961
19 C -3.4363 0.5002 3.3212
20 C -2.4250 -0.5727 3.5179
21 C -2.7121 -1.5881 4.4458
22 C -1.7566 -2.5657 4.7649
23 C -0.4815 -2.4487 4.1867
24 C -0.2446 -1.4770 3.1975
25 C -1.2513 -0.6185 2.7039
26 H 1.3368 -3.5372 -0.1137
27 H 3.0212 -2.9744 -0.3812
28 H 2.4009 -3.1658 1.2863
29 H -0.1056 -2.0718 0.8587
30 H -0.9771 1.6582 -0.8327
31 H 0.9379 1.3304 -0.6451
32 H 0.7438 3.3267 -1.5808
33 H 0.4554 3.4590 -3.3627
34 H -0.9243 3.4280 -2.1416
35 H -1.2792 -0.1540 -2.8919
36 H -2.0761 1.4292 -2.7415
37 H -1.2049 1.1047 -4.2756
38 H 0.4498 -0.6256 -4.2932
39 H 2.5827 -1.7697 -4.7861
40 H 4.7659 -0.8249 -3.9323
41 H 4.7569 1.4047 -2.7657
42 H 2.6429 2.5510 -2.2905
43 H -1.6521 2.2984 0.9209
44 H -2.1753 2.2495 3.6424
45 H -3.4948 2.4921 2.4491
46 H -3.9707 0.7353 4.2573
47 H -4.2021 0.1828 2.5914
48 H -3.7030 -1.6756 4.9226
49 H -1.9738 -3.3703 5.4903
50 H 0.3115 -3.1725 4.4385
51 H 0.7642 -1.4322 2.7901

natural (NBO) atomic charge list, values in e, 2 entries: number 1, C, carries -0.725; number 2, C, carries 0.686

=====

2.
Molecular formula: C2HFO3P
Method: DFT, the ωB97M-V functional and the def2-TZVPD basis

DFT total energy = -743.6450 hartree
LUMO energy (alpha / beta) = -0.040 / -1.134 eV
HOMO-LUMO gap (alpha / beta) = 0.31218 / 0.33639 Ha
Multiplicity = 2
Expectation value of S² = 0.75

Cartesian coordinates (Å):
1 F 2.0477 -1.4386 0.3030
2 P 2.1077 -0.1560 -0.7151
3 O 0.7068 0.8022 -0.4911
4 O -1.7377 1.0739 -0.0154
5 C -1.4294 -0.1796 -0.0476
6 C -0.2809 0.5922 0.3956
7 O -1.4548 -1.2069 -0.8683
8 H 0.0406 0.5129 1.4389

natural (NBO) atomic charge list, values in e, 2 entries: number 1, F, carries -0.581; number 2, P, carries 1.153

=====

3.
Molecular formula: C54H38N11Rh
Method: DFT, the ωB97M-V functional and the def2-TZVPD basis

DFT total energy = -2793.3401 hartree
LUMO energy (alpha / beta) = -0.941 / -1.453 eV
HOMO-LUMO gap (alpha / beta) = 0.14232 / 0.23163 Ha
Multiplicity = 5
Expectation value of S² = 6.06

Cartesian coordinates (Å):
1 Rh 1.4756 0.9337 0.1088
2 C -1.1542 -5.5864 -1.3759
3 C -0.0626 -5.7998 -2.2982
4 C 0.9560 -4.9428 -2.3725
5 C 1.0309 -3.7547 -1.5047
6 C 2.0536 -1.8759 -1.0379
7 N 1.6115 -1.1561 0.1229
8 C 0.9373 -1.7930 1.0787
9 N 0.8351 -1.3500 2.3097
10 C 0.9864 -0.1223 2.7441
11 C 1.1925 0.2440 4.1184
12 C 1.5635 -0.4830 5.2411
13 C 1.8169 0.2127 6.4064
14 C 1.6891 1.6045 6.4616
15 C 1.3162 2.3414 5.3541
16 C 1.0774 1.6547 4.1690
17 C 0.8584 2.0844 2.8144
18 N 0.7998 3.3474 2.4241
19 C 1.1242 3.7294 1.2175
20 N 1.6889 2.9475 0.2470
21 C 2.0864 3.7538 -0.7846
22 N 2.8516 3.3980 -1.7854
23 C 3.2072 2.1483 -2.0184
24 N 2.6690 1.0226 -1.4628
25 C 3.3175 -0.0728 -1.9991
26 N 3.0725 -1.3186 -1.7999
27 C 4.3475 0.3874 -2.9133
28 C 5.2948 -0.2810 -3.6710
29 C 6.1729 0.4794 -4.4231
30 C 6.1017 1.8735 -4.4325
31 C 5.1492 2.5475 -3.6895
32 C 4.2680 1.7931 -2.9278
33 C 1.7070 5.1166 -0.5027
34 C 1.8606 6.3010 -1.2025
35 C 1.4645 7.4712 -0.5815
36 C 0.9291 7.4661 0.7051
37 C 0.7356 6.2835 1.3985
38 C 1.1182 5.1055 0.7775
39 N 0.8033 0.9976 1.9846
40 C -0.1333 -3.5081 -0.4955
41 C -1.2032 -4.5451 -0.5411
42 H -1.9481 -6.3179 -1.3686
43 H -0.0985 -6.6798 -2.9218
44 H 1.7902 -5.0914 -3.0437
45 H 1.6925 -1.5529 5.1814
46 H 2.1532 -0.3202 7.2834
47 H 1.9199 2.1106 7.3867
48 H 1.2321 3.4171 5.3968
49 H 5.3577 -1.3584 -3.6489
50 H 6.9400 -0.0126 -5.0045
51 H 6.8042 2.4295 -5.0358
52 H 5.0872 3.6247 -3.6955
53 H 2.2820 6.3009 -2.1951
54 H 1.5798 8.4123 -1.0970
55 H 0.6692 8.4057 1.1683
56 H 0.3192 6.2727 2.3937
57 H -2.0309 -4.4430 0.1450
58 C -4.9209 -3.4835 -1.8526
59 C -5.3204 -2.7847 -0.5837
60 C -6.6334 -2.8562 -0.1479
61 C -7.0464 -2.2261 1.0148
62 C -6.1291 -1.5294 1.7811
63 C -4.8082 -1.4534 1.3768
64 C -4.3987 -2.0481 0.1845
65 N -3.0715 -1.9907 -0.2464
66 C -2.1481 -0.9760 -0.2408
67 N -2.3683 0.2167 0.3498
68 C -1.8350 1.3820 -0.2701
69 C -0.5622 1.3992 -0.8400
70 C -0.3158 2.3734 -1.8066
71 C -1.2074 3.4073 -2.0308
72 C -2.3816 3.4742 -1.3030
73 C -2.7357 2.4436 -0.4518
74 C -4.0833 2.4391 0.2209
75 N -1.0503 -1.1066 -0.9487
76 C -0.4048 -2.1937 -1.2350
77 C 0.8270 -2.3123 -2.0119
78 C 2.3862 -3.4090 -0.8720
79 C 2.5867 -4.0498 0.4462
80 C 1.5722 -4.0424 1.2995
81 C 0.3667 -3.2121 0.9563
82 C -0.7252 -3.3961 2.0136
83 H -5.8048 -3.8982 -2.3304
84 H -4.2311 -4.3081 -1.6616
85 H -4.4471 -2.7994 -2.5566
86 H -7.3495 -3.4135 -0.7370
87 H -8.0768 -2.2902 1.3255
88 H -6.4369 -1.0512 2.6994
89 H -4.0836 -0.9699 2.0158
90 H -2.8161 -2.7272 -0.8941
91 H -3.2699 0.3424 0.7872
92 H 0.5737 2.3236 -2.4173
93 H -0.9795 4.1669 -2.7625
94 H -3.0617 4.3001 -1.4435
95 H -4.6064 3.3719 0.0274
96 H -3.9842 2.3361 1.3024
97 H -4.7126 1.6253 -0.1481
98 H 0.9291 -1.9471 -3.0271
99 H 3.2130 -3.6073 -1.5538
100 H 3.5168 -4.5536 0.6498
101 H 1.6073 -4.5223 2.2652
102 H -1.0197 -4.4409 2.0894
103 H -1.5936 -2.7796 1.7875
104 H -0.3269 -3.0718 2.9719

Löwdin atomic charge list, values in e, 2 entries: number 1, Rh, carries 1.231; number 2, C, carries -0.060

=====

4.
Molecular formula: C24H41F10O15PS2
Method: DFT, the ωB97M-V functional and the def2-TZVPD basis

DFT total energy = -4204.0067 hartree
LUMO energy = 0.072 eV
SMILES string = CCCCOP(O)(CCCCS(=O)(=O)O)(CCCC(=O)O)S(=O)(=O)F.CCOC(=O)C(F)(F)F.CCOC(=O)C(F)(F)F.CCOC(=O)C(F)(F)F
HOMO-LUMO gap = 0.38963 Ha

Cartesian coordinates (Å):
1 C 4.4384 1.6275 -4.4081
2 C 3.8921 0.2114 -4.9652
3 C 2.7009 -0.2905 -4.0033
4 C 3.1781 -1.4591 -2.9775
5 O 2.3122 -2.6041 -3.0143
6 P 1.5685 -2.9937 -1.5060
7 O 0.7672 -4.2518 -2.3780
8 C 3.1663 -3.4965 -0.6684
9 C 3.5211 -2.7475 0.7022
10 C 4.9270 -1.9327 0.6512
11 C 5.6914 -2.0135 2.0748
12 S 5.3065 -0.5940 3.1853
13 O 3.8408 -0.3310 3.3376
14 O 6.0530 0.6732 2.8103
15 O 5.8994 -1.0137 4.7139
16 C 0.6540 -1.3484 -1.4295
17 C 1.2534 -0.2182 -0.4755
18 C 1.0785 1.2961 -1.0342
19 C -0.2558 1.5169 -1.8637
20 O -1.3698 1.0501 -1.5970
21 O -0.1366 2.3233 -3.0442
22 S 0.3916 -3.6507 0.2009
23 O -1.0111 -3.9942 -0.2614
24 O 0.2564 -2.6600 1.3098
25 F 0.9553 -5.0896 0.9150
26 H 4.7412 1.5241 -3.3024
27 H 3.5740 2.3713 -4.5232
28 H 5.3222 1.9437 -5.0482
29 H 4.7088 -0.5628 -5.1204
30 H 3.4391 0.4470 -5.9944
31 H 1.8791 -0.7221 -4.6840
32 H 2.3024 0.6291 -3.4718
33 H 3.4480 -1.0639 -1.9467
34 H 4.1820 -1.8125 -3.4291
35 H 0.7626 -3.9780 -3.3224
36 H 3.0969 -4.6195 -0.4171
37 H 4.1057 -3.4289 -1.3302
38 H 3.6629 -3.5386 1.5224
39 H 2.7482 -2.0097 1.0789
40 H 4.6863 -0.8147 0.5102
41 H 5.5939 -2.3224 -0.1806
42 H 5.4523 -2.9675 2.6504
43 H 6.8178 -1.9614 1.8596
44 H 6.3528 -0.2338 5.1064
45 H 0.4791 -1.0168 -2.5173
46 H -0.4053 -1.5743 -1.0353
47 H 0.6796 -0.2218 0.5210
48 H 2.3489 -0.3200 -0.2016
49 H 2.0242 1.6876 -1.5509
50 H 0.9750 1.9466 -0.0882
51 H 0.8032 2.6293 -3.0617
52 C -4.0989 -2.7379 0.2272
53 C -5.1039 -1.9740 -0.6110
54 O -5.7681 -2.8521 -1.5346
55 C -6.8054 -3.5519 -1.0404
56 O -7.1888 -3.4851 0.0971
57 C -7.4449 -4.4003 -2.1366
58 F -6.5313 -5.0355 -2.8969
59 F -8.1883 -3.6520 -2.9772
60 F -8.2586 -5.3503 -1.6468
61 H -3.3968 -3.2771 -0.4127
62 H -3.5379 -2.0593 0.8728
63 H -4.5944 -3.4820 0.8550
64 H -4.5867 -1.2214 -1.2094
65 H -5.8300 -1.4450 0.0131
66 C -1.5340 5.4051 1.8105
67 C -1.4038 6.1364 0.4897
68 O -0.2070 6.9304 0.4649
69 C 0.9255 6.2775 0.1455
70 O 0.9835 5.1025 -0.1068
71 C 2.1052 7.2456 0.1072
72 F 2.1125 8.0912 1.1559
73 F 2.0857 8.0114 -1.0022
74 F 3.2911 6.6152 0.1183
75 H -1.4838 6.1085 2.6455
76 H -2.4808 4.8652 1.8602
77 H -0.7202 4.6898 1.9469
78 H -2.2412 6.8256 0.3668
79 H -1.4293 5.4452 -0.3574
80 C -5.9428 -0.2559 4.9805
81 C -5.7980 0.4954 3.6724
82 O -4.6026 1.2916 3.6744
83 C -3.4637 0.6451 3.3593
84 O -3.3976 -0.5223 3.0901
85 C -2.2834 1.6123 3.3474
86 F -2.2831 2.4462 4.4068
87 F -2.2900 2.3916 2.2461
88 F -1.0980 0.9831 3.3630
89 H -5.9034 0.4355 5.8259
90 H -6.8899 -0.7981 5.0112
91 H -5.1294 -0.9721 5.1155
92 H -6.6348 1.1856 3.5499
93 H -5.8123 -0.1831 2.8148

Löwdin atomic charge list, values in e, 2 entries: number 1, C, carries -0.128; number 2, C, carries -0.247

=====

5.
Molecular formula: C10H23CuN4O4S
Method: DFT, the ωB97M-V functional and the def2-TZVPD basis

DFT total energy = -2953.5665 hartree
LUMO energy = 0.359 eV
HOMO-LUMO gap = 0.31278 Ha

Cartesian coordinates (Å):
1 Cu 0.3306 1.3735 1.0517
2 N -0.7349 -0.8239 1.0151
3 C 0.1617 -1.0643 -0.1077
4 C 0.5870 -2.5316 -0.2877
5 C 1.4982 -2.8453 -1.4773
6 C 0.9308 -2.4447 -2.8373
7 N 0.9602 -0.9976 -2.9971
8 C 0.3798 -0.4558 -4.0035
9 N 0.4295 0.9073 -4.1774
10 N -0.3252 -1.1379 -4.9641
11 C 1.3827 -0.1708 0.1057
12 O 2.0862 0.1607 -0.9609
13 O 1.8139 0.0559 1.2484
14 H -0.3692 -1.1893 1.8919
15 H -1.6504 -1.2184 0.8465
16 H -0.3434 -0.7248 -1.0114
17 H -0.3383 -3.1104 -0.3842
18 H 1.0635 -2.8649 0.6387
19 H 1.6802 -3.9225 -1.4804
20 H 2.4760 -2.3741 -1.3520
21 H -0.0952 -2.8316 -2.9224
22 H 1.5249 -2.9288 -3.6235
23 H 1.6550 -0.2296 -1.8030
24 H 0.7391 1.4178 -3.3639
25 H -0.3659 1.3279 -4.6303
26 H -0.1604 -2.1283 -5.0236
27 H -0.4182 -0.6875 -5.8596
28 C 1.0755 0.5348 4.4103
29 S -0.2095 -0.7294 4.4559
30 C -1.6516 0.3481 4.3923
31 H 0.7988 1.3000 3.6853
32 H 2.0012 0.0645 4.0867
33 H 1.2175 0.9945 5.3873
34 H -1.7217 0.9629 5.2892
35 H -2.5369 -0.2838 4.3338
36 H -1.6078 0.9951 3.5152
37 C -2.1798 4.4022 0.9648
38 C -1.1939 3.2614 0.9972
39 O -0.6703 2.9341 2.0969
40 O -0.9198 2.6382 -0.0677
41 H -1.8247 5.2182 1.5911
42 H -3.1255 4.0547 1.3840
43 H -2.3496 4.7433 -0.0528

natural (NBO) atomic charge list, values in e, 2 entries: number 1, Cu, carries 0.942; number 2, N, carries -0.877